Formula: C13H19ClMnSi
Source: the Open Molecules 2025 dataset
Level of theory: the ωB97M-V functional and the def2-TZVPD basis

Atoms and positions in Å:
C (-2.43297, -1.47315, -1.16841)
C (-1.82265, -1.64578, -2.48178)
C (-1.53193, -0.33597, -3.00726)
H (-1.66380, -2.59563, -2.98868)
C (-1.92911, 0.65818, -2.04938)
C (-2.48364, -0.03126, -0.88986)
H (-2.81917, 0.43661, 0.03246)
H (-2.70043, -2.26730, -0.47837)
H (-1.15604, -0.12986, -4.01343)
H (-1.86525, 1.73368, -2.17167)
Mn (-0.53689, -0.72443, -1.03611)
Cl (0.03194, -1.34397, 1.05969)
C (3.00090, -0.32736, -0.72513)
C (2.35287, 0.87238, -1.15324)
C (1.46228, 0.54255, -2.19917)
H (2.47986, 1.86844, -0.72682)
C (1.56624, -0.89780, -2.45422)
C (2.54266, -1.40067, -1.52938)
H (2.81009, -2.45597, -1.44226)
H (3.68263, -0.40553, 0.12492)
H (0.93647, 1.25965, -2.85433)
H (1.19964, -1.41371, -3.33085)
C (-1.55961, 0.00631, 3.45313)
Si (-0.06736, 0.40042, 2.43375)
C (-0.25623, 1.90328, 1.35577)
C (1.56164, 0.32426, 3.29216)
H (-2.49179, 0.15587, 2.89010)
H (-1.59055, 0.66699, 4.34005)
H (-1.55050, -1.03556, 3.80503)
H (-0.29288, 2.77640, 2.02439)
H (0.58678, 2.03682, 0.66058)
H (-1.17605, 1.88719, 0.75732)
H (1.49883, 0.92864, 4.22350)
H (1.83362, -0.70207, 3.57423)
H (2.38044, 0.72837, 2.67325)

As for the multiplicity: 5. As for the energy above the lowest of the compared OMol25 structures with the same formula, charge and spin: 0.0 kJ/mol. As for the molecular weight: 293.772 g mol⁻¹. As for the total charge: -1. The max |F| comes out at 2.8 eV/A. Its gap between HOMO and LUMO (spin up / spin down) is 4.654 / 4.095 eV. For the HOMO energy (spin up / spin down), the calculation gives -1.8 / -1.2 eV.

Formula: CIN3O6
Source: the Open Molecules 2025 dataset
Level of theory: the ωB97M-V functional and the def2-TZVPD basis

Atoms and positions in Å:
C (-0.23149, -0.12956, -0.15460)
N (0.55864, 0.83177, -1.04617)
N (-0.42693, 0.62286, 1.24354)
N (0.48141, -1.43518, 0.04319)
O (-0.10256, 1.39614, -1.83563)
O (1.69526, 1.02775, -0.70193)
O (0.37455, 0.25852, 2.04108)
O (-1.24937, 1.50930, 1.29122)
O (1.12626, -1.78489, -0.89613)
O (-0.00574, -2.02634, 0.96856)
I (-2.22004, -0.27037, -0.95313)

As for the energy above the lowest of the compared OMol25 structures with the same formula, charge and spin: 18.0 kJ/mol. As for the molecular weight: 276.930 g mol⁻¹. The max |F| comes out at 3.1 eV/A. Its gap between HOMO and LUMO is 8.827 eV. For the HOMO energy, the calculation gives -10.8 eV.

Formula: C20H21BN2O4
Source: the Open Molecules 2025 dataset
Level of theory: the ωB97M-V functional and the def2-TZVPD basis

Atoms and positions in Å:
N (5.10554, 2.50430, -1.32043)
O (-0.06525, -0.00068, -2.29631)
C (4.35544, 2.23880, -2.18304)
O (-2.46367, 2.79795, 1.70414)
O (0.02769, 2.83697, 1.73279)
O (-2.16103, -3.32036, 1.32048)
B (-1.14391, 2.42602, 1.19073)
C (0.69111, 0.51523, -1.43413)
C (3.38008, 1.81794, -5.62130)
C (2.25100, 1.06971, -5.47075)
C (-0.76011, -0.86172, 4.33730)
C (4.12070, 2.21476, -4.50894)
C (-1.31860, -2.02473, 4.71310)
C (1.76388, 0.73158, -4.24658)
C (-0.68909, -0.50909, 2.99192)
C (3.68106, 1.79027, -3.26719)
C (-1.73220, -2.57751, 2.39914)
C (-1.83468, -2.90285, 3.74544)
C (2.45702, 1.05979, -3.06542)
C (-1.15915, -1.35823, 2.00116)
N (0.24767, 1.14292, -0.27020)
C (-2.75521, -4.07072, 4.10354)
C (2.13555, 0.52305, -1.71763)
C (-1.92043, -2.54760, 0.11340)
C (-2.00237, 0.10589, -0.03834)
C (-1.28606, -1.14538, 0.45672)
C (-1.16182, 1.32441, 0.00485)
H (-2.40926, 3.53311, 2.34410)
H (-0.22816, 3.49111, 2.45323)
H (3.64147, 2.28626, -6.53635)
H (1.57038, 1.02509, -6.29495)
H (-0.39161, -0.16500, 5.04525)
H (5.03504, 2.77347, -4.71861)
H (-1.32583, -2.34183, 5.71913)
H (0.78366, 0.35657, -4.09891)
H (-0.26268, 0.43064, 2.76324)
H (0.80151, 1.84259, 0.21529)
H (-2.98118, -4.59776, 3.15514)
H (-2.17929, -4.86060, 4.71655)
H (-3.69831, -3.64114, 4.50524)
H (2.50003, -0.54011, -1.73339)
H (2.61029, 0.95324, -0.84247)
H (-1.33159, -3.16749, -0.60224)
H (-2.89158, -2.34309, -0.27730)
H (-2.26913, -0.03528, -1.08983)
H (-2.86100, 0.20974, 0.56423)
H (-0.29092, -1.07440, 0.01967)
H (-1.58497, 2.08415, -0.68141)

As for the energy above the lowest of the compared OMol25 structures with the same formula, charge and spin: 0.0 kJ/mol. As for the molecular weight: 364.210 g mol⁻¹. The max |F| comes out at 6.5 eV/A. Its gap between HOMO and LUMO is 7.993 eV. For the HOMO energy, the calculation gives -8.2 eV.